1.
{
  "formula": "C36H33N9O3S2Tl",
  "method": "ωB97M-V/def2-TZVPD",
  "orbital_gap_ev": 4.85,
  "homo_energy_ev": -3.75,
  "total_charge": -1,
  "lumo_ev": 1.1,
  "elements": ["N", "H", "H", "H", "C", "H", "C", "C", "H", "N", "C", "H", "N", "C", "H", "C", "H", "C", "C", "O", "S", "C", "H", "H", "H", "N", "O", "C", "N", "C", "H", "C", "C", "C", "C", "C", "O", "C", "N", "H", "C", "H", "C", "C", "C", "H", "C", "C", "H", "C", "H", "N", "C", "H", "C", "H", "N", "C", "H", "C", "H", "H", "C", "H", "N", "H", "C", "H", "C", "H", "H", "H", "H", "C", "C", "H", "H", "H", "Tl", "S", "C", "H", "C", "C"],
  "positions_angstrom": [[-15.8047, -4.5896, 20.7495], [-9.7767, -3.7898, 18.3795], [-10.5706, 2.2387, 21.0304], [-9.2323, -8.0463, 23.0056], [-8.6588, -5.6802, 26.8640], [-11.4267, 0.8217, 21.6971], [-9.7024, -7.8830, 25.5498], [-10.2264, -0.5610, 19.3792], [-4.0501, -1.1651, 18.6106], [-11.7507, -5.2978, 24.0013], [-15.7098, -4.1722, 18.3379], [-12.4761, 2.5858, 19.3603], [-11.1281, 0.1817, 18.7301], [-12.4680, -4.7884, 16.7713], [-13.6288, -1.9974, 26.0371], [-6.8949, 0.5312, 18.0328], [-7.0732, 2.3969, 17.1000], [-10.3546, -4.3126, 17.6503], [-4.1290, 0.8592, 17.8161], [-14.6209, -4.7821, 15.8827], [-10.5611, -1.6417, 20.5925], [-9.7680, -5.1166, 16.6916], [-11.8587, -9.7259, 20.0286], [-10.0827, -8.7891, 24.9692], [-9.5317, -4.5324, 25.2238], [-11.8387, -4.4551, 25.0036], [-16.2959, -3.4371, 17.5036], [-12.5820, 1.7174, 20.0866], [-12.3720, -7.1055, 22.1080], [-9.0176, -8.0494, 26.7265], [-9.6673, -9.7222, 21.1245], [-12.5838, -7.9849, 21.1348], [-11.5502, 1.8109, 21.2549], [-13.9607, -4.7120, 16.8980], [-10.9653, -6.3555, 24.0103], [-12.4533, 0.4259, 19.2691], [-9.1844, 1.1573, 17.4950], [-4.6429, -0.2968, 18.3444], [-14.4286, -4.6261, 18.1787], [-13.6212, 1.8283, 20.4533], [-17.7495, -5.3632, 21.8511], [-8.1890, -7.1694, 28.4422], [-17.8281, -4.7706, 19.5702], [-6.0078, -0.4402, 18.4762], [-10.1934, -8.0946, 22.4255], [-8.8357, -9.0677, 27.0670], [-8.3703, 0.4115, 18.0926], [-12.9579, -3.6078, 24.9356], [-15.8875, -5.1377, 22.7512], [-11.6346, -8.9834, 20.7800], [-10.0930, -6.2244, 14.8708], [-8.8938, -0.5174, 18.9959], [-10.0497, -6.6101, 25.1003], [-4.5297, 2.6948, 16.7608], [-6.3504, 1.7027, 17.4539], [-8.0490, -4.8879, 27.2907], [-12.9048, -2.7072, 25.9357], [-4.9744, 1.8199, 17.3147], [-8.6860, -5.2700, 16.6046], [-16.4397, -5.0400, 21.8370], [-11.9889, 2.4962, 22.0218], [-10.6662, 0.8109, 18.0320], [-11.2338, -7.1967, 22.8085], [-6.3474, -1.2643, 19.1118], [-11.6868, -4.1950, 17.6639], [-12.2454, -2.7760, 26.7326], [-11.9056, -5.4612, 15.6583], [-18.3762, -4.6519, 18.6423], [-18.5058, -5.2297, 20.6914], [-18.3103, -5.6555, 22.7496], [-13.5150, -7.8370, 20.5985], [-13.1760, 0.4113, 18.4287], [-3.0712, 0.9813, 17.6833], [-8.5860, -6.9685, 27.4458], [-16.4397, -4.5806, 19.5848], [-12.5310, -5.8591, 14.8614], [-19.5507, -5.4005, 20.6988], [-8.3346, -1.0922, 19.6613], [-13.0478, -3.9308, 20.1602], [-14.0616, -3.5025, 23.6935], [-10.4049, -9.0243, 21.4200], [-12.6401, -0.4433, 19.9361], [-10.5693, -5.6838, 15.6850], [-9.3838, -5.5250, 25.7156]],
  "atomic_forces_ev_per_a": [[0.91, -0.96, -0.23], [0.11, 0.35, 0.55], [-0.11, -0.23, -0.45], [-1.07, -0.12, -0.82], [0.55, -1.03, 0.78], [0.07, 0.15, 0.10], [-1.48, -1.12, -1.52], [-1.10, -0.57, 0.13], [0.31, 0.40, 0.24], [-0.82, -0.28, 0.01], [-0.60, 1.34, -2.57], [0.10, -0.76, 0.87], [1.15, 0.79, -0.14], [1.28, -0.17, -0.78], [0.30, -0.67, -0.36], [0.82, 0.94, -0.63], [-0.16, 0.73, -0.40], [-0.57, -0.99, -1.44], [0.47, -0.30, -0.66], [-0.01, -0.30, -0.70], [0.12, -0.24, 0.55], [0.56, -0.14, -0.67], [-0.18, 0.08, -0.20], [0.53, 1.30, 1.00], [0.34, -0.98, 0.73], [-0.94, 0.49, 0.50], [0.51, -1.25, 1.96], [0.65, 1.12, -0.93], [-0.04, -0.15, 0.32], [0.00, -0.92, 0.22], [0.69, -0.62, -0.18], [1.45, -0.47, -0.10], [-1.34, 0.67, 0.39], [-0.50, 0.44, 0.66], [-1.77, 1.76, -1.12], [-0.73, -0.82, 0.27], [2.77, -0.81, 0.10], [-0.19, -0.68, 0.22], [-0.31, 0.01, 0.25], [0.54, -0.40, -0.02], [-2.62, -0.54, 0.22], [0.29, 0.41, -0.31], [-0.62, -0.78, -0.90], [-0.75, -0.36, 1.11], [0.40, 0.16, 0.80], [-0.06, 0.22, 0.18], [-2.34, 0.45, 0.95], [2.85, -0.87, -0.75], [0.56, 0.27, 0.16], [-1.02, 0.43, -0.03], [-0.02, -0.05, 0.18], [1.28, 0.48, -0.51], [1.28, -0.48, 0.20], [-0.64, -0.90, 0.85], [-0.15, -1.58, 0.16], [-0.48, 0.15, 0.05], [-0.29, 1.16, 1.88], [-0.16, 1.86, -0.70], [-0.40, 0.14, 0.39], [0.99, 0.42, 0.16], [0.38, -0.59, -0.39], [-0.86, -0.49, 0.66], [1.98, -0.84, 0.22], [-0.07, -0.08, -0.75], [-0.50, 0.17, 0.87], [-0.58, -0.38, -1.28], [-1.26, -0.09, 0.66], [0.22, 0.10, -0.06], [1.84, 0.88, -0.19], [0.78, -0.03, -0.16], [-0.01, -0.31, -0.11], [0.34, -0.02, 0.49], [0.36, -0.02, 0.03], [0.52, 0.60, 0.34], [-1.04, 0.78, 1.03], [-0.03, 0.19, 0.33], [-0.83, -0.17, -0.16], [-0.43, 0.77, -1.07], [0.07, -0.21, 0.74], [-0.69, 0.22, -0.09], [-0.99, 1.32, 0.52], [-0.23, 0.54, -0.50], [1.31, 0.35, -0.09], [-0.74, 1.14, -1.10]],
  "mulliken_charge": [0.032, 0.461, 0.227, 0.441, -0.601, 0.271, -0.181, 0.047, 0.369, 0.387, 0.032, 0.285, -0.028, 0.552, 0.192, 0.456, 0.460, -0.283, -0.362, -0.652, -0.314, -0.624, 0.373, 0.302, 0.357, -0.932, -0.661, -0.420, -0.238, -0.580, 0.486, -0.223, -0.994, -0.032, -0.299, -0.901, -0.814, -0.645, -0.347, 0.400, -0.737, 0.348, -0.683, -0.193, -0.648, 0.341, 0.652, 0.217, 0.425, -0.643, 0.378, 0.006, 0.341, 0.299, -0.481, 0.366, -0.396, -0.441, 0.349, -0.332, 0.347, 0.382, 0.547, 0.189, -0.162, 0.231, -0.541, 0.414, -0.309, 0.350, 0.435, 0.338, 0.379, -0.383, 0.806, 0.444, 0.463, 0.247, 0.744, -0.450, -0.561, 0.274, -0.242, -0.104]
}


2.
{
  "formula": "C36H34BrF3N8O2Re",
  "method": "ωB97M-V/def2-TZVPD",
  "s_squared": 1.106,
  "multiplicity": 2,
  "orbital_gap_ev": [6.29, 6.72],
  "homo_energy_ev": [-13.11, -13.27],
  "total_charge": 2,
  "lumo_ev": [-6.8, -6.5],
  "elements": ["H", "C", "C", "H", "N", "N", "N", "C", "C", "C", "H", "Re", "H", "N", "C", "C", "H", "H", "C", "O", "H", "H", "C", "H", "H", "C", "C", "H", "H", "C", "C", "C", "C", "N", "C", "H", "C", "H", "C", "C", "Br", "H", "H", "C", "C", "C", "H", "H", "C", "F", "N", "H", "H", "H", "C", "H", "C", "C", "H", "H", "O", "H", "C", "N", "H", "C", "C", "F", "C", "H", "C", "H", "H", "H", "H", "H", "C", "H", "C", "N", "F", "C", "C", "H", "C"],
  "positions_angstrom": [[-0.8220, -4.8706, -2.8742], [2.1031, 1.9367, -0.9552], [-2.2192, -0.0920, 2.2341], [0.5855, 4.1620, 5.3511], [0.4183, -2.2333, -4.1936], [-2.2968, 1.3948, 5.3376], [0.8525, -1.1613, 0.6748], [1.9113, -3.1959, 1.3433], [-3.3230, -3.4878, -1.1212], [1.5462, 1.8747, 5.8716], [-2.6187, 5.5699, 1.5473], [-0.6865, -0.0705, -0.3855], [-0.4768, 4.3501, 1.3002], [0.8465, 2.2262, 4.6443], [-2.5921, 4.6624, 0.9601], [1.8972, -0.4802, 1.1788], [-0.9502, -3.6778, -4.8845], [1.6653, 0.7945, 5.9265], [0.5897, 1.3304, 3.7013], [0.0437, 1.5839, 2.6200], [5.1571, 0.2006, -2.5421], [2.5304, 2.3432, 5.9029], [0.0611, -3.3565, -5.1112], [-3.0901, -5.3985, -2.0849], [3.8195, -0.5135, 2.1090], [-4.7071, 1.2674, -1.7162], [-3.4723, 0.6016, -1.7151], [-0.2658, -0.3017, -3.6879], [-4.6603, 4.7475, 0.4403], [-2.6475, -4.4358, -1.8686], [3.0124, -2.4878, 1.7881], [-1.3818, -4.1218, -2.3239], [-2.5137, 0.7697, 4.3954], [-2.7765, 0.0615, 3.3059], [-1.4213, -1.9132, -1.2423], [1.1495, -3.5546, -2.7279], [-3.7290, 4.2027, 0.3559], [-4.3211, -3.6914, -0.7540], [0.5390, -2.6514, -2.7213], [-3.7018, 2.9979, -0.3869], [6.1903, 2.5938, -1.1674], [0.8844, 0.3058, 3.9771], [1.3481, -1.9138, -4.4632], [4.4714, 1.8775, -1.3877], [4.2262, -3.1927, 2.3599], [4.2986, 0.6878, -2.0995], [1.8223, 0.5941, 1.1514], [0.7626, -4.1741, -4.9674], [0.4781, 3.6162, 4.4180], [5.3392, -2.7431, 1.7672], [-1.8093, -0.3674, 1.1381], [-1.5283, -1.4432, -4.2241], [-0.4097, -0.7353, -5.4208], [-0.0334, -3.0119, 0.4488], [2.9970, -1.1043, 1.7285], [-5.5451, 0.8207, -2.2310], [1.9263, 0.7246, -1.6408], [-2.7111, -2.2829, -0.8072], [1.0769, -1.8424, -2.2478], [-3.3664, -0.3536, -2.2064], [0.7284, 0.1246, -1.7595], [1.0680, 3.7005, -0.2259], [-0.5176, -1.0841, -4.3967], [-2.3960, 1.0766, -1.1151], [1.1229, 4.0710, 3.6628], [-0.7886, -2.8812, -2.0652], [0.9680, 2.6318, -0.4136], [4.3279, -2.9497, 3.6710], [-1.3198, 2.8256, 0.0770], [2.9182, -0.7837, -2.7984], [-1.3669, 3.9743, 0.8124], [-3.2610, -1.6163, -0.1595], [0.9677, 2.2050, 6.7330], [1.8704, -4.2734, 1.4146], [-0.5572, 3.6711, 4.0885], [-5.7803, 2.9631, -0.9848], [3.0412, 0.1366, -2.2416], [0.1135, -2.9920, -6.1343], [-4.8303, 2.4452, -1.0344], [-0.1665, 2.0593, -0.2502], [4.1548, -4.5118, 2.1783], [-2.4937, 2.2955, -0.4861], [3.3779, 2.5146, -0.8520], [3.4954, 3.4587, -0.3342], [0.8509, -2.4994, 0.7963]],
  "atomic_forces_ev_per_a": [[-0.01, 0.03, -0.04], [0.04, 0.06, 0.18], [0.41, -0.26, -0.35], [-0.01, 0.01, 0.00], [-0.13, 0.00, 0.06], [-0.02, 0.00, 0.10], [0.14, 0.02, 0.14], [-0.03, -0.03, 0.01], [-0.02, 0.04, 0.03], [-0.09, 0.02, 0.00], [0.00, -0.01, 0.00], [-0.25, 0.14, -1.00], [-0.01, 0.00, -0.01], [0.19, 0.05, -0.07], [0.05, -0.06, -0.04], [-0.05, -0.03, 0.01], [-0.01, -0.01, 0.00], [0.00, 0.00, 0.00], [-0.26, 0.11, 0.05], [0.21, -0.07, 0.06], [0.00, 0.01, 0.01], [0.00, 0.01, 0.00], [0.07, 0.06, 0.01], [0.01, 0.00, 0.01], [0.01, -0.01, -0.03], [0.07, -0.03, -0.03], [-0.03, 0.09, -0.17], [0.00, 0.01, -0.03], [0.00, -0.01, 0.02], [0.00, -0.03, -0.01], [0.04, -0.02, 0.00], [0.04, 0.00, 0.02], [0.23, -0.03, -0.39], [-0.42, 0.10, 0.41], [0.11, -0.21, -0.09], [-0.01, -0.01, -0.04], [0.02, 0.01, -0.02], [0.02, -0.01, 0.03], [0.05, -0.01, -0.03], [-0.13, 0.03, 0.02], [0.08, 0.05, -0.02], [0.04, -0.01, -0.02], [0.01, 0.01, 0.00], [-0.02, -0.08, -0.02], [-0.04, 0.01, 0.03], [-0.05, 0.01, -0.01], [-0.01, 0.01, 0.01], [0.00, -0.01, 0.00], [0.00, -0.07, 0.05], [-0.02, -0.02, 0.02], [-0.25, 0.41, 0.87], [0.00, 0.00, 0.00], [-0.02, -0.01, -0.01], [0.02, -0.01, -0.04], [0.00, 0.04, 0.04], [0.01, 0.00, -0.01], [-0.15, -0.15, -0.05], [0.04, -0.09, -0.01], [0.04, -0.04, 0.04], [-0.01, -0.04, 0.02], [0.15, 0.12, -0.21], [-0.02, 0.00, -0.03], [0.06, -0.06, 0.00], [0.05, -0.13, 0.00], [0.00, 0.01, 0.01], [-0.15, 0.05, -0.03], [0.00, 0.10, -0.28], [0.00, 0.00, -0.03], [0.14, -0.09, -0.09], [0.04, 0.00, 0.02], [-0.02, 0.10, 0.09], [-0.04, 0.03, -0.01], [-0.02, -0.03, 0.00], [0.00, 0.01, -0.01], [-0.04, -0.01, -0.01], [0.01, 0.00, 0.00], [0.06, -0.01, -0.01], [0.00, -0.02, 0.00], [0.00, 0.05, 0.03], [-0.02, -0.05, 0.92], [0.02, 0.03, 0.01], [0.00, -0.10, -0.07], [-0.08, -0.01, -0.03], [0.00, -0.01, 0.00], [-0.05, 0.05, 0.04]],
  "mulliken_charge": [0.617, -0.296, 0.852, 0.399, 0.095, -0.462, 0.060, -0.994, -1.039, -0.977, 0.462, 2.837, 0.404, 0.311, -1.216, -0.586, 0.451, 0.321, -0.433, -0.110, 0.515, 0.374, -0.908, 0.453, 0.622, -1.299, 0.156, 0.064, 0.458, -0.943, 0.388, -0.753, 0.448, -0.705, 0.101, 0.808, -0.917, 0.471, 0.184, 0.815, -0.120, 0.365, 0.360, -0.451, 0.636, -0.844, 0.679, 0.357, -0.846, -0.242, -0.091, 0.372, 0.480, 0.642, -1.413, 0.465, 0.516, 0.094, -1.380, 0.562, -1.159, 0.703, -0.697, -0.198, 0.260, 0.914, 0.107, -0.233, -0.326, 0.320, -0.450, 0.396, 0.350, 0.594, 0.266, 0.499, -0.270, 0.361, -0.709, 0.466, -0.267, 0.663, -0.833, 0.589, -0.516]
}